Record 1
The following is a quantum chemistry calculation of a cluster of 12 separate species, C44H111N5O15S3 in total in a non-equilibrium geometry, from the Open Molecules 2025 dataset.

XYZ file:
```
178
C44H111N5O15S3 (ωB97M-V/def2-TZVPD)
O -5.79 3.91 -4.71
S -4.55 3.23 -5.05
O -3.66 2.61 -4.08
C -4.75 2.13 -6.43
C -4.36 2.97 -7.67
C -3.11 3.84 -7.31
C -3.47 4.45 -5.95
H -5.64 1.50 -6.41
H -3.95 1.43 -6.19
H -4.18 2.27 -8.49
H -5.14 3.64 -8.02
H -2.84 4.59 -8.06
H -2.24 3.19 -7.26
H -4.09 5.33 -6.12
H -2.72 4.79 -5.24
O -9.37 -2.21 -1.37
S -7.94 -1.96 -1.18
O -7.10 -1.95 -2.35
C -7.63 -0.44 -0.29
C -7.79 -0.79 1.24
C -7.65 -2.27 1.52
C -7.16 -2.98 0.20
H -8.27 0.37 -0.66
H -6.58 -0.20 -0.44
H -6.94 -0.36 1.77
H -8.70 -0.34 1.64
H -8.54 -2.78 1.89
H -6.97 -2.38 2.37
H -7.54 -3.97 -0.05
H -6.08 -2.98 0.10
O -8.05 6.49 -0.50
S -6.96 6.80 0.40
O -6.68 5.94 1.57
C -5.49 7.26 -0.49
C -5.09 8.57 0.13
C -6.37 9.42 0.42
C -7.35 8.43 1.14
H -5.82 7.48 -1.50
H -4.72 6.49 -0.40
H -4.51 8.42 1.05
H -4.43 9.13 -0.54
H -6.79 9.76 -0.53
H -6.13 10.26 1.08
H -8.42 8.67 1.21
H -6.99 8.43 2.17
C 2.91 -3.66 6.97
O 1.98 -3.60 5.93
C 1.66 -4.87 5.49
C 0.49 -4.82 4.47
C -0.81 -4.21 4.93
N 0.30 -6.11 3.92
H 3.87 -4.07 6.69
H 2.51 -4.22 7.82
H 3.23 -2.71 7.40
H 2.54 -5.23 4.96
H 1.42 -5.50 6.35
H 0.82 -4.16 3.66
H -1.31 -4.71 5.76
H -1.43 -4.06 4.05
H -0.51 -3.24 5.32
H 1.09 -6.30 3.33
H 0.11 -6.89 4.53
C 8.43 -1.19 2.06
O 7.02 -1.38 1.86
C 6.22 -0.96 2.97
C 4.78 -0.77 2.41
C 4.67 0.08 1.19
N 3.82 -0.22 3.37
H 8.51 -0.17 2.44
H 8.99 -1.34 1.14
H 8.82 -1.95 2.74
H 6.18 -1.66 3.80
H 6.47 0.02 3.38
H 4.41 -1.77 2.17
H 3.67 0.33 0.84
H 5.27 -0.30 0.37
H 5.08 1.04 1.50
H 3.93 0.69 3.78
H 3.82 -0.80 4.20
C 4.55 -3.77 -1.91
O 5.27 -3.39 -3.09
C 6.31 -4.23 -3.33
C 7.58 -3.69 -2.71
C 8.00 -2.24 -3.07
N 8.73 -4.54 -2.97
H 3.71 -3.12 -1.67
H 5.18 -3.56 -1.04
H 4.14 -4.77 -1.90
H 6.03 -5.27 -3.16
H 6.53 -4.23 -4.39
H 7.38 -3.79 -1.64
H 7.27 -1.57 -2.62
H 7.97 -2.06 -4.15
H 8.97 -1.91 -2.70
H 8.95 -4.59 -3.95
H 9.62 -4.14 -2.69
C -1.28 -2.79 -4.77
O -1.13 -4.05 -5.41
C 0.19 -4.50 -5.73
C 0.05 -5.90 -6.39
C 1.31 -6.77 -6.19
N -0.27 -5.80 -7.84
H -2.29 -2.71 -4.38
H -1.14 -1.92 -5.41
H -0.59 -2.80 -3.92
H 0.61 -3.75 -6.39
H 0.82 -4.58 -4.84
H -0.84 -6.38 -6.00
H 1.21 -7.77 -6.61
H 1.64 -6.83 -5.15
H 2.13 -6.23 -6.68
H -0.69 -6.70 -7.98
H -0.94 -5.04 -7.86
C 0.48 0.93 8.72
O 0.72 2.33 8.50
C 1.32 2.66 7.29
C 2.63 3.37 7.58
C 2.58 4.88 7.43
N 3.58 3.13 6.50
H 1.48 0.49 8.74
H -0.11 0.60 7.86
H -0.02 0.84 9.68
H 1.52 1.72 6.77
H 0.71 3.23 6.60
H 3.05 3.04 8.53
H 1.82 5.37 8.04
H 2.22 5.14 6.43
H 3.50 5.45 7.57
H 4.43 3.64 6.69
H 3.25 3.34 5.57
C -3.24 -7.44 -1.79
C -2.16 -7.35 -0.64
C -1.01 -6.48 -1.17
O -2.72 -6.63 0.47
H -2.87 -8.09 -2.58
H -3.44 -6.49 -2.28
H -4.20 -7.76 -1.38
H -1.91 -8.36 -0.30
H -0.34 -6.21 -0.35
H -1.36 -5.47 -1.39
H -0.55 -6.72 -2.13
H -2.01 -6.55 1.11
C 0.13 6.98 1.38
C 1.57 6.62 1.08
C 2.54 7.67 1.50
O 1.95 5.49 1.78
H 0.08 8.06 1.43
H -0.19 6.54 2.32
H -0.53 6.53 0.64
H 1.69 6.41 0.02
H 2.41 8.04 2.52
H 2.44 8.52 0.83
H 3.52 7.21 1.49
H 1.33 4.76 1.68
C 1.32 2.91 -3.52
C 2.83 2.67 -3.65
C 3.24 1.36 -4.30
O 3.48 3.67 -4.29
H 0.95 3.06 -4.53
H 1.10 3.87 -3.04
H 0.86 2.08 -2.98
H 3.27 2.79 -2.66
H 4.26 1.34 -4.68
H 2.52 1.11 -5.08
H 3.19 0.59 -3.54
H 2.98 3.74 -5.11
C -2.76 1.66 1.88
C -1.49 0.72 1.99
C -1.20 -0.15 0.79
O -0.36 1.52 2.17
H -3.38 1.25 1.08
H -2.49 2.68 1.58
H -3.34 1.74 2.80
H -1.56 0.10 2.88
H -1.33 0.34 -0.18
H -1.97 -0.92 0.74
H -0.21 -0.60 0.70
H 0.40 0.97 2.36
```

Orbital gap   8.80 eV
Spin multiplicity   1
Structure (SMILES)   O=S1(=O)CCCC1.O=S1(=O)CCCC1.O=S1(=O)CCCC1.COC[C@H](C)N.COC[C@H](C)N.COC[C@H](C)N.COC[C@H](C)N.COC[C@H](C)N.CC(C)O.CC(C)O.CC(C)O.CC(C)O
HOMO level   -8.69 eV

=====

Record 2
The following is a quantum chemistry calculation of a cluster of 8 separate species, C44H111N7O15 in total in a non-equilibrium geometry, from the Open Molecules 2025 dataset.

XYZ file:
```
177
C44H111N7O15 (ωB97M-V/def2-TZVPD)
C 0.62 0.85 0.41
C 0.40 -0.29 -0.62
O 0.03 -1.47 0.13
H 1.40 0.56 1.12
H -0.35 0.87 0.90
H 0.86 1.75 -0.15
H 1.33 -0.43 -1.19
H -0.43 -0.15 -1.31
H 0.82 -1.54 0.67
C -0.84 4.99 0.94
O -1.79 4.47 1.80
C -3.00 3.84 1.29
C -4.00 4.73 0.56
N -4.81 5.42 1.50
C -5.38 6.58 0.85
C -6.21 7.34 1.80
O -6.77 8.50 1.13
C -7.97 9.00 1.73
H -1.13 5.93 0.48
H -0.48 4.38 0.11
H 0.08 5.10 1.51
H -3.47 3.22 2.06
H -2.72 3.05 0.59
H -4.55 4.05 -0.09
H -3.58 5.47 -0.12
H -4.07 5.84 2.04
H -5.81 6.23 -0.09
H -4.54 7.20 0.53
H -5.86 7.61 2.80
H -7.04 6.69 2.09
H -8.54 8.11 1.99
H -8.53 9.68 1.09
H -7.80 9.62 2.62
C -2.98 0.94 -2.72
O -3.54 2.05 -3.50
C -3.18 3.37 -3.06
C -3.86 4.40 -3.95
N -3.48 5.71 -3.48
C -3.64 6.83 -4.39
C -5.14 7.02 -4.65
O -5.36 8.02 -5.67
C -6.71 8.44 -5.80
H -3.56 0.83 -1.81
H -1.93 1.11 -2.51
H -3.20 -0.01 -3.21
H -2.10 3.51 -3.15
H -3.42 3.58 -2.02
H -4.91 4.13 -3.87
H -3.52 4.26 -4.98
H -2.49 5.58 -3.28
H -3.08 6.64 -5.31
H -3.19 7.67 -3.87
H -5.70 7.23 -3.74
H -5.44 6.02 -4.96
H -6.80 9.14 -6.63
H -6.86 9.06 -4.92
H -7.31 7.53 -5.76
C -0.06 -8.62 -7.40
O -0.91 -9.11 -6.31
C -0.45 -8.92 -4.88
C -0.18 -7.47 -4.53
N 1.25 -7.26 -4.63
C 1.61 -5.91 -4.33
C 1.42 -5.47 -2.90
O 2.07 -4.23 -2.63
C 2.22 -3.87 -1.29
H 0.05 -7.55 -7.62
H -0.33 -9.03 -8.37
H 0.97 -8.97 -7.40
H 0.41 -9.56 -4.68
H -1.25 -9.26 -4.23
H -0.53 -7.30 -3.51
H -0.88 -6.97 -5.20
H 1.77 -7.93 -4.08
H 1.16 -5.14 -4.97
H 2.67 -5.80 -4.57
H 1.98 -6.24 -2.36
H 0.40 -5.42 -2.53
H 2.94 -4.54 -0.85
H 1.27 -3.94 -0.76
H 2.42 -2.80 -1.35
C 9.88 6.40 4.50
O 9.47 5.06 4.11
C 8.81 5.06 2.83
C 8.14 3.65 2.49
N 7.00 3.45 3.41
C 5.72 4.04 3.06
C 4.66 3.24 3.82
O 3.45 3.61 3.09
C 2.31 3.20 3.84
H 10.09 6.52 5.57
H 9.12 7.14 4.28
H 10.76 6.67 3.92
H 9.63 5.31 2.16
H 8.09 5.88 2.86
H 8.88 2.92 2.85
H 8.04 3.35 1.45
H 7.52 3.96 4.10
H 5.59 3.97 1.98
H 5.81 5.11 3.24
H 4.64 3.75 4.79
H 4.81 2.16 3.84
H 2.52 3.25 4.91
H 2.02 2.20 3.53
H 1.46 3.84 3.62
C 2.60 -0.42 4.43
O 2.97 -1.78 4.51
C 4.10 -2.06 3.63
C 3.76 -2.10 2.15
N 3.62 -0.83 1.40
C 4.84 -0.08 1.35
C 4.55 1.12 0.44
O 4.03 0.67 -0.84
C 4.03 1.65 -1.87
H 1.51 -0.33 4.49
H 2.93 0.09 3.54
H 2.98 0.15 5.27
H 4.56 -2.99 3.97
H 4.91 -1.37 3.82
H 2.94 -2.78 1.93
H 4.44 -2.71 1.54
H 3.56 -1.13 0.44
H 5.68 -0.58 0.86
H 5.07 0.35 2.32
H 5.41 1.79 0.39
H 3.82 1.74 0.96
H 3.57 2.57 -1.50
H 3.51 1.24 -2.73
H 5.08 1.88 -2.06
C 2.06 -10.15 1.94
O 1.77 -8.76 1.62
C 2.79 -7.80 2.15
C 2.18 -6.38 2.01
N 1.21 -6.31 3.12
C 0.91 -4.84 3.32
C 0.01 -4.34 2.21
O -1.12 -5.19 1.73
C -2.14 -5.42 2.62
H 2.94 -10.58 1.46
H 1.15 -10.73 1.75
H 2.38 -10.25 2.98
H 3.72 -7.88 1.60
H 3.00 -7.94 3.21
H 1.74 -6.30 1.02
H 2.98 -5.65 2.12
H 0.32 -6.73 2.88
H 1.87 -4.32 3.37
H 0.38 -4.82 4.27
H 0.63 -4.02 1.37
H -0.41 -3.36 2.42
H -1.75 -5.87 3.54
H -2.82 -6.12 2.13
H -2.76 -4.57 2.91
C -3.79 0.04 2.28
O -3.95 -1.32 1.78
C -5.18 -1.56 1.03
C -5.08 -0.96 -0.39
N -4.01 -1.73 -1.16
C -4.33 -3.04 -1.53
C -3.11 -4.01 -1.61
O -2.39 -3.84 -2.81
C -1.19 -3.05 -2.74
H -4.65 0.37 2.88
H -3.63 0.77 1.50
H -3.01 0.17 3.03
H -6.03 -1.29 1.67
H -5.39 -2.63 1.12
H -4.93 0.12 -0.35
H -6.06 -1.02 -0.86
H -3.18 -1.71 -0.58
H -4.73 -2.89 -2.54
H -5.14 -3.34 -0.85
H -3.50 -5.03 -1.70
H -2.42 -3.97 -0.76
H -0.56 -3.45 -3.53
H -0.62 -3.09 -1.81
H -1.54 -2.06 -3.04
```

Orbital gap (spin up / spin down)   8.12 / 2.86 eV
Spin multiplicity   2
Net charge   +1
Expectation value of S²   0.75
HOMO level (spin up / spin down)   -10.28 / -10.28 eV